1.
The following is a quantum chemistry calculation of C2H4N4 as an isolated structure, from the OMol25 dataset.

```
10
Properties=species:S:1:pos:R:3
C 0.6148 -0.0879 0.0533
C -1.4259 -0.5833 -0.0552
H 2.4604 -0.9015 0.0663
H 2.4141 0.9517 0.2665
H -2.1724 -1.3688 0.1981
H -1.8664 1.4277 0.6080
N 1.9306 -0.0791 -0.1160
N -0.1835 -1.1066 0.0817
N -1.2175 0.6752 -0.2038
N 0.0463 1.0702 0.0769
```

Properties
Relative energy (zero: lowest compared OMol25 entry of this formula, charge and spin), kcal per mole: 73.9
DFT total energy, eV: -8096.1080
HOMO-LUMO gap, eV: 9.3070
Lowest unoccupied orbital energy, eV: 0.620



2.
The following is a quantum chemistry calculation of a 2-piece molecular cluster, C7H14NO overall, from the OMol25 dataset.

```
23
Properties=species:S:1:pos:R:3
C -2.4158 -0.1292 -1.3657
C -1.0258 0.3313 -1.8178
C -1.7132 -1.0441 -0.3393
C 0.9285 1.6500 2.0615
C 0.7689 -1.2028 -0.8320
C 2.0476 2.5014 1.6093
C 0.9565 -2.3261 0.1222
N -0.3899 -0.6669 -0.8850
O 0.5057 0.7318 1.4171
H -3.0751 0.6320 -0.7359
H -3.1881 -0.6300 -2.0644
H -0.8438 0.3168 -2.9581
H -0.6778 1.2878 -1.5939
H -1.6018 -0.7720 0.7003
H -2.1269 -2.0918 -0.5080
H 0.2651 1.8640 2.9965
H 1.6511 3.5339 1.3593
H 2.6648 1.9434 0.9756
H 2.7651 2.6974 2.5494
H 1.4530 -3.2227 -0.4768
H -0.0306 -2.6971 0.6430
H 1.6462 -1.9552 0.7638
H 1.4362 -0.7519 -1.6210
```

Properties
Relative energy (zero: lowest compared OMol25 entry of this formula, charge and spin), kcal per mole: 83.7
DFT total energy, eV: -11014.1886
Total charge: +1
HOMO-LUMO gap, eV: 9.5308
Lowest unoccupied orbital energy, eV: -3.757



3.
The following is a quantum chemistry calculation of a 3-piece molecular cluster, C5H14NS2 overall, from the OMol25 dataset.

```
22
Properties=species:S:1:pos:R:3
N -2.9782 0.2605 -2.2239
C -0.9757 -2.2114 -2.8423
C 0.2968 -2.5651 -2.5738
S -0.3823 0.5890 -0.1716
S 0.5261 -0.8655 0.8730
C 1.9060 0.0631 1.6088
C 1.3838 0.9405 2.8110
C 0.7334 2.2841 2.5052
H -2.1152 0.6328 -1.8889
H -3.3171 -0.3872 -1.5307
H -3.7082 1.0005 -2.2788
H -1.5058 -2.2308 -3.8288
H -1.5232 -1.6727 -2.0614
H 0.8639 -3.0023 -3.3765
H 0.8103 -2.0273 -1.7383
H 2.5120 -0.7548 2.0919
H 2.4587 0.5931 0.8640
H 0.7430 0.3749 3.4373
H 2.3521 1.2875 3.2714
H 0.0359 2.1545 1.5027
H 1.5273 2.8559 2.1229
H 0.3567 2.6808 3.4266
```

Properties
Relative energy (zero: lowest compared OMol25 entry of this formula, charge and spin), kcal per mole: 24.4
Spin multiplicity: 2
DFT total energy, eV: -28570.0821
<S²>: 0.754
HOMO-LUMO gap (spin up / spin down), eV: 9.2554 / 7.0496
Lowest unoccupied orbital energy (spin up / spin down), eV: 0.553 / -1.872



4.
The following is a quantum chemistry calculation of C27H44IrN3OP3 as an isolated structure, from the OMol25 dataset.

```
79
Properties=species:S:1:pos:R:3
Ir 0.2929 -0.1598 -0.3691
P 1.8605 1.3049 0.7188
P -1.0793 1.6205 -0.7714
P 1.8608 -0.7105 -1.8969
H -2.0464 -1.3791 0.1866
C -1.3996 -1.5621 -0.6700
C -0.3147 -2.4703 -0.5938
H -0.1897 -3.1127 0.2811
C 1.5657 2.0026 2.4163
C 2.4358 2.8401 -0.1326
C 3.3985 0.3857 1.1147
C -2.8458 1.4065 -1.1571
C -1.1733 2.8432 0.5858
C -0.4681 2.6125 -2.1700
C 2.9350 -1.9899 -1.1407
C 2.9727 0.5556 -2.5817
C 1.3405 -1.5571 -3.4262
H -1.8757 -1.4603 -1.6533
H 0.0097 -2.9024 -1.5392
H 1.8764 1.2707 3.1741
H 0.5208 2.2783 2.5988
H 2.1957 2.8991 2.5369
H 1.6383 3.5915 -0.1972
H 2.8260 2.6326 -1.1340
H 3.2499 3.2719 0.4677
H 3.1501 -0.5149 1.6889
H 4.0313 1.0218 1.7464
H 3.9643 0.1135 0.2182
H -3.1480 2.2583 -1.7786
H -3.4310 1.4094 -0.2264
H -3.0264 0.4766 -1.6995
H -1.6179 3.7624 0.1792
H -0.1908 3.0966 1.0018
H -1.8178 2.4534 1.3866
H -1.2429 3.3560 -2.3950
H -0.3070 1.9955 -3.0613
H 0.4613 3.1305 -1.9147
H 3.9159 -1.9522 -1.6314
H 2.4880 -2.9768 -1.3074
H 3.0719 -1.8465 -0.0649
H 3.4074 0.1604 -3.5102
H 3.7939 0.7934 -1.8967
H 2.4150 1.4652 -2.8333
H 2.2245 -1.9484 -3.9432
H 0.8400 -0.8517 -4.1019
H 0.6781 -2.3926 -3.1877
C -2.0260 -1.3387 -4.6376
C -3.1693 -0.8458 -5.2939
C -3.6029 -1.4691 -6.4731
C -2.9472 -2.5991 -6.9624
C -1.8380 -3.1037 -6.2805
C -1.3860 -2.4991 -5.1000
O -1.7258 -0.7188 -3.4283
H -0.8124 -0.3462 -3.2952
H -3.7045 -0.0063 -4.8395
H -4.4918 -1.0576 -6.9730
H -3.3308 -3.0969 -7.8560
H -1.3373 -3.9905 -6.6415
H -0.5786 -2.9455 -4.5398
N -1.2774 1.8970 10.0233
C -1.1188 1.4875 8.9376
C -0.9272 0.9314 7.6148
C -1.4174 1.5762 6.4685
C -1.2714 0.9892 5.2042
C -0.5802 -0.2212 5.1004
C -0.0550 -0.8555 6.2266
C -0.2339 -0.2776 7.4874
N -0.2634 -0.7579 3.8378
C 0.5556 -1.8684 3.5870
C 0.7641 -1.9190 2.2380
N 0.0583 -0.8722 1.6549
C -0.5732 -0.2094 2.6284
H -1.9166 2.5377 6.5856
H -1.6739 1.4847 4.3303
H 0.5123 -1.7818 6.1499
H 0.1849 -0.7589 8.3686
H 0.9295 -2.5061 4.3688
H 1.2858 -2.6797 1.6778
H -1.2777 0.6000 2.5141
```

Properties
Relative energy (zero: lowest compared OMol25 entry of this formula, charge and spin), kcal per mole: 26.1
Spin multiplicity: 5
DFT total energy, eV: -65906.4435
Total charge: +3
<S²>: 6.046
HOMO-LUMO gap (spin up / spin down), eV: 4.0869 / 4.2621
Lowest unoccupied orbital energy (spin up / spin down), eV: -7.921 / -12.278



5.
The following is a quantum chemistry calculation of C5H16N4O15V as an isolated structure, from the OMol25 dataset.

```
41
Properties=species:S:1:pos:R:3
V -13.3438 21.0562 0.1630
N -11.0147 22.5844 -1.6765
O -11.5612 23.3987 -2.3559
O -9.8077 22.4633 -1.7542
O -11.6429 21.9943 -0.7967
N -14.8244 24.0859 -0.5674
O -14.1761 23.0723 -0.4722
O -14.9689 24.4692 -1.6747
O -15.4588 24.5714 0.3491
N -14.9503 20.8446 -2.8056
O -14.9880 21.9057 -3.3305
O -15.6077 19.9080 -3.2357
O -14.3031 20.6740 -1.8329
N -13.7535 18.4072 2.2207
O -13.3908 19.4670 1.5968
O -13.4525 18.1866 3.3474
O -14.4498 17.6159 1.6321
C -12.3142 24.5223 2.4688
C -11.9173 23.0421 2.1408
O -13.1317 22.2749 1.9802
H -12.7325 24.5463 3.4751
H -13.1177 24.9687 1.8830
H -11.4629 25.2025 2.4437
H -11.1202 22.6262 2.7570
H -11.4520 23.2146 1.1703
H -13.4604 22.3131 2.8814
C -17.6024 21.7244 2.1214
C -16.0610 21.6198 1.9998
O -15.5767 21.0641 0.8237
H -17.9243 22.2584 1.2274
H -17.9976 22.3811 2.8964
H -18.2147 20.8231 2.1522
H -15.7707 20.9137 2.7778
H -15.6597 22.6289 2.0929
H -16.1670 20.3563 0.5552
C -12.9627 18.0169 -1.3013
O -12.2624 19.2653 -0.9885
H -14.0500 17.9732 -1.3649
H -12.6023 17.6885 -2.2762
H -12.7341 17.2903 -0.5217
H -11.3287 19.1404 -1.1736
```

Properties
Spin multiplicity: 3
DFT total energy, eV: -67790.6534
Total charge: -1
<S²>: 2.022
HOMO-LUMO gap (spin up / spin down), eV: 5.8869 / 7.2058
Lowest unoccupied orbital energy (spin up / spin down), eV: 0.180 / 1.452



6.
The following is a quantum chemistry calculation of a 5-piece molecular cluster, C16H25N5O3 overall, from the OMol25 dataset.

```
49
Properties=species:S:1:pos:R:3
O -6.2158 9.0190 -20.2353
C -5.3240 8.4658 -20.7847
N -4.7328 8.9110 -21.8926
C -4.8716 7.0442 -20.3158
H -4.9925 9.8598 -22.1214
H -4.3952 8.1246 -22.4290
H -4.2432 7.1010 -19.4269
H -4.2082 6.4124 -20.9064
H -5.6955 6.3513 -20.1451
O -14.8020 11.2057 -18.1862
C -15.4658 11.7890 -18.9594
N -14.8528 12.4047 -19.9232
C -16.9422 12.0520 -18.6991
H -13.8553 12.5131 -19.8082
H -15.2699 12.8784 -20.7117
H -17.3169 12.4898 -19.6243
H -17.1310 12.6350 -17.7977
H -17.4056 11.0983 -18.4461
O -8.7318 14.5492 -25.8957
C -9.4656 14.5786 -24.9469
N -9.8445 15.7009 -24.3848
C -10.2295 13.3204 -24.3306
H -9.5182 16.5943 -24.7246
H -10.4727 15.7408 -23.5949
H -10.5964 12.8333 -25.2341
H -11.1463 13.5402 -23.7836
H -9.6307 12.4884 -23.9600
N -12.5933 7.4413 -15.3143
C -13.0328 8.3813 -16.1267
C -12.2182 9.5029 -16.4025
C -11.0220 9.6694 -15.6756
C -10.6200 8.5937 -14.8620
C -11.3973 7.5067 -14.7568
H -13.8785 8.0576 -16.7152
H -12.4719 10.3596 -17.0091
H -10.4233 10.5653 -15.7473
H -9.6520 8.5987 -14.3831
H -11.0279 6.7913 -14.0369
N -10.4654 9.1412 -19.9988
C -9.7383 9.2515 -21.1567
C -10.2388 9.8435 -22.3687
C -11.4639 10.3344 -22.3037
C -12.2906 10.0531 -21.2770
C -11.7868 9.4088 -20.1227
H -8.6922 8.9933 -21.2292
H -9.6590 10.1200 -23.2369
H -11.7245 10.8320 -23.2261
H -13.3429 10.2636 -21.3988
H -12.4540 9.3575 -19.2750
```

Properties
Spin multiplicity: 2
DFT total energy, eV: -30580.0285
Total charge: +1
<S²>: 0.767
HOMO-LUMO gap (spin up / spin down), eV: 6.5943 / 2.4895
Lowest unoccupied orbital energy (spin up / spin down), eV: -4.707 / -8.808



Among the records above, which one has the lowest DFT total energy? C5H16N4O15V



Which of these has the highest DFT total energy? C2H4N4



Copy entry 6 word for word.
The following is a quantum chemistry calculation of a 5-piece molecular cluster, C16H25N5O3 overall, from the OMol25 dataset.

```
49
Properties=species:S:1:pos:R:3
O -6.2158 9.0190 -20.2353
C -5.3240 8.4658 -20.7847
N -4.7328 8.9110 -21.8926
C -4.8716 7.0442 -20.3158
H -4.9925 9.8598 -22.1214
H -4.3952 8.1246 -22.4290
H -4.2432 7.1010 -19.4269
H -4.2082 6.4124 -20.9064
H -5.6955 6.3513 -20.1451
O -14.8020 11.2057 -18.1862
C -15.4658 11.7890 -18.9594
N -14.8528 12.4047 -19.9232
C -16.9422 12.0520 -18.6991
H -13.8553 12.5131 -19.8082
H -15.2699 12.8784 -20.7117
H -17.3169 12.4898 -19.6243
H -17.1310 12.6350 -17.7977
H -17.4056 11.0983 -18.4461
O -8.7318 14.5492 -25.8957
C -9.4656 14.5786 -24.9469
N -9.8445 15.7009 -24.3848
C -10.2295 13.3204 -24.3306
H -9.5182 16.5943 -24.7246
H -10.4727 15.7408 -23.5949
H -10.5964 12.8333 -25.2341
H -11.1463 13.5402 -23.7836
H -9.6307 12.4884 -23.9600
N -12.5933 7.4413 -15.3143
C -13.0328 8.3813 -16.1267
C -12.2182 9.5029 -16.4025
C -11.0220 9.6694 -15.6756
C -10.6200 8.5937 -14.8620
C -11.3973 7.5067 -14.7568
H -13.8785 8.0576 -16.7152
H -12.4719 10.3596 -17.0091
H -10.4233 10.5653 -15.7473
H -9.6520 8.5987 -14.3831
H -11.0279 6.7913 -14.0369
N -10.4654 9.1412 -19.9988
C -9.7383 9.2515 -21.1567
C -10.2388 9.8435 -22.3687
C -11.4639 10.3344 -22.3037
C -12.2906 10.0531 -21.2770
C -11.7868 9.4088 -20.1227
H -8.6922 8.9933 -21.2292
H -9.6590 10.1200 -23.2369
H -11.7245 10.8320 -23.2261
H -13.3429 10.2636 -21.3988
H -12.4540 9.3575 -19.2750
```

Properties
Spin multiplicity: 2
DFT total energy, eV: -30580.0285
Total charge: +1
<S²>: 0.767
HOMO-LUMO gap (spin up / spin down), eV: 6.5943 / 2.4895
Lowest unoccupied orbital energy (spin up / spin down), eV: -4.707 / -8.808



The highest DFT total energy belongs to which entry? C2H4N4